DFT (the ωB97M-V functional and the def2-TZVPD basis) results for a structure of composition C32H23LiN6.

Values from the calculation:
LUMO energy, eV: -1.25
Net charge: 0
E, eV: -42702.74430
Gap between HOMO and LUMO, eV: 4.934
E_HOMO, eV: -6.2

CARTESIAN COORDINATES (ANGSTROEM)
1 N -0.59788 -1.25166 1.03688
2 N -3.63552 2.02822 2.64996
3 N -1.58995 1.18493 0.98366
4 N -2.01303 -6.09474 5.99739
5 N 2.85145 -3.66152 -1.12683
6 N 0.89996 -1.69558 -1.08445
7 C 1.78282 -1.75831 -2.06624
8 C -0.89287 -6.13904 5.27810
9 C -1.64991 5.40590 -4.09981
10 C -1.14627 -3.14917 2.98404
11 C 4.62037 1.35367 -2.64626
12 C 1.96246 -3.58283 -0.13820
13 C -3.10864 0.81003 2.75283
14 C 4.16266 1.39881 -1.33375
15 C -0.47973 6.15303 -4.13450
16 C -2.61450 -4.12058 4.77840
17 C 0.64053 4.41618 -2.88928
18 C 2.33648 1.58579 -3.40436
19 C -1.66738 4.16944 -3.46584
20 C -2.85083 -5.09231 5.73815
21 C -0.25326 -3.41470 1.95370
22 C 0.00814 -2.43488 1.00821
23 C -0.57933 2.30956 -2.19752
24 C -0.52328 3.64273 -2.86134
25 C 2.80720 1.50172 -1.05942
26 C 3.68987 1.44838 -3.67579
27 C -0.57024 -5.21322 4.29836
28 C -1.44602 -4.16944 4.02927
29 C -2.10004 2.40084 0.87764
30 C -1.75192 -1.89779 3.00572
31 C -1.46454 -0.98169 2.00623
32 C 1.84225 1.59930 -2.08342
33 C -3.12676 2.82146 1.71655
34 C 0.66256 5.65121 -3.52047
35 C 0.98563 -2.60186 -0.11155
36 C 0.42332 1.51137 -1.80250
37 C -2.08097 0.38185 1.92699
38 C 2.76101 -2.74837 -2.08458
39 Li -0.19483 0.08576 -0.38299
40 H 3.49007 -2.79398 -2.88378
41 H 4.02673 1.42694 -4.70635
42 H 5.67615 1.24821 -2.86121
43 H -3.76181 -5.06487 6.32494
44 H 1.53326 4.04165 -2.40519
45 H -2.58563 3.59007 -3.44208
46 H -0.45837 7.11683 -4.62876
47 H -0.21416 -6.95519 5.49761
48 H -2.41885 -1.62735 3.81070
49 H 1.62709 1.67208 -4.22042
50 H 2.46473 1.49957 -0.02912
51 H 4.86994 1.33522 -0.51445
52 H 1.57883 6.23023 -3.52975
53 H -3.54727 3.81558 1.62892
54 H 0.21074 -4.38568 1.86299
55 H 0.37530 -5.30793 3.78130
56 H -3.36295 -3.35699 4.61335
57 H 1.71675 -0.99757 -2.83601
58 H -1.68007 3.04015 0.10831
59 H -3.53257 0.16601 3.51426
60 H -1.61196 1.98422 -2.02497
61 H 2.05507 -4.31445 0.65619
62 H -2.55004 5.78479 -4.56947